1.
A cluster of 3 separate species, C10H15NOS in total at a distorted geometry, computed with ωB97M-V with the def2-TZVPD basis set.

CARTESIAN COORDINATES (ANGSTROEM)
C (1.18, -0.62, 2.72)
C (1.22, -1.99, 2.78)
C (0.47, -0.01, 1.73)
C (0.55, -2.76, 1.94)
C (-0.20, -0.78, 0.83)
C (-0.19, -2.20, 0.94)
C (1.34, -2.85, -1.90)
C (1.28, -1.84, -2.94)
C (-3.16, 4.94, -0.38)
C (-1.30, 3.56, -0.70)
N (-1.79, 4.70, -0.34)
O (3.07, -1.49, -0.53)
S (2.33, -2.78, -0.56)
H (1.45, -0.01, 3.57)
H (1.63, -2.56, 3.63)
H (0.42, 1.11, 1.76)
H (0.87, -3.82, 1.88)
H (-0.58, -0.27, -0.03)
H (0.75, -3.70, -2.00)
H (2.31, -1.73, -3.26)
H (0.92, -0.90, -2.43)
H (0.79, -2.16, -3.73)
H (-3.27, 6.00, -0.29)
H (-3.63, 4.70, -1.29)
H (-3.81, 4.27, 0.32)
H (-0.18, 3.32, -0.73)
H (-0.68, -2.79, 0.03)
H (-1.81, 2.68, -1.06)

Results
ΔE to the lowest compared entry with this formula, charge and spin   58.49 kcal/mol
HOMO level   -8.7 eV
2S+1   1
LUMO   0.11 eV
Energy   -918.0612 hartree



2.
A cluster of 2 separate species, C10H15PS in total at a distorted geometry, computed with ωB97M-V with the def2-TZVPD basis set.

CARTESIAN COORDINATES (ANGSTROEM)
C (-3.28, -2.00, -0.03)
C (-3.72, -1.19, 1.04)
C (-2.32, -1.56, -0.91)
C (-3.35, 0.12, 1.00)
C (-1.96, -0.21, -0.93)
C (-2.53, 0.65, -0.08)
C (1.55, 1.27, -1.01)
C (1.87, 0.58, 1.38)
C (3.79, 0.37, -0.19)
C (2.20, 0.25, -0.02)
P (1.93, -1.52, -0.45)
S (-1.93, 2.32, 0.12)
H (-3.45, -3.04, -0.03)
H (-4.49, -1.53, 1.69)
H (-1.87, -2.08, -1.75)
H (-3.80, 0.74, 1.78)
H (-1.23, 0.18, -1.70)
H (0.53, 1.44, -0.66)
H (2.05, 2.14, -0.79)
H (1.46, 0.97, -2.14)
H (2.17, 1.59, 1.84)
H (2.43, -0.14, 2.02)
H (0.71, 0.65, 1.48)
H (3.97, 0.27, -1.21)
H (4.19, 1.34, 0.18)
H (4.50, -0.28, 0.48)
H (0.59, -1.34, -1.10)

Results
ΔE to the lowest compared entry with this formula, charge and spin   70.16 kcal/mol
HOMO level (alpha / beta)   -9.0 / -8.3 eV
2S+1   1
LUMO (alpha / beta)   -0.89 / -2.16 eV
Energy   -1129.4247 hartree



3.
A cluster of 2 separate species, C10H16 in total at a distorted geometry, computed with ωB97M-V with the def2-TZVPD basis set.

CARTESIAN COORDINATES (ANGSTROEM)
C (0.99, 3.17, 1.56)
C (0.19, 1.86, 1.95)
C (-0.12, 1.14, 0.69)
C (-1.22, 1.39, -0.15)
C (-1.18, 1.07, -1.51)
C (-0.10, 0.38, -2.03)
C (0.90, -0.08, -1.16)
C (0.90, 0.29, 0.17)
H (0.38, 3.97, 1.14)
H (1.70, 2.90, 0.77)
H (1.59, 3.54, 2.39)
H (0.90, 1.39, 2.61)
H (-0.70, 2.24, 2.45)
H (-1.95, 2.01, 0.37)
H (-2.06, 1.14, -2.13)
H (0.05, 0.24, -3.09)
H (1.71, -0.64, -1.58)
H (1.75, 0.17, 0.84)
C (-1.14, -2.97, -0.16)
C (0.24, -3.55, -0.63)
H (-1.87, -3.56, -0.71)
H (-1.27, -3.19, 0.90)
H (-1.31, -1.90, -0.22)
H (0.63, -2.81, -1.32)
H (0.07, -4.39, -1.31)
H (0.92, -3.82, 0.16)

Results
ΔE to the lowest compared entry with this formula, charge and spin   23.62 kcal/mol
HOMO level   -8.9 eV
2S+1   1
SMILES   CCc1ccccc1.CC
LUMO   1.01 eV
Energy   -390.5982 hartree



4.
A cluster of 2 separate species, C10H16 in total at a distorted geometry, computed with ωB97M-V with the def2-TZVPD basis set.

CARTESIAN COORDINATES (ANGSTROEM)
C (-1.00, 1.82, -2.27)
C (-0.84, 1.07, -0.92)
C (0.51, 0.38, -0.70)
C (1.71, 0.52, -1.37)
C (2.81, -0.24, -0.95)
C (2.64, -1.24, -0.05)
C (1.37, -1.55, 0.44)
C (0.38, -0.65, 0.25)
H (-0.53, 2.78, -2.33)
H (-2.04, 1.96, -2.56)
H (-0.60, 1.19, -3.07)
H (-1.07, 1.74, -0.08)
H (-1.73, 0.39, -0.86)
H (1.88, 1.17, -2.16)
H (3.73, -0.01, -1.33)
H (3.49, -1.58, 0.46)
H (1.26, -2.30, 1.19)
H (-0.51, -0.81, 0.67)
C (-2.55, 0.10, 1.78)
C (-2.96, -0.66, 3.05)
H (-3.34, 0.48, 1.18)
H (-1.88, 0.88, 1.97)
H (-2.02, -0.64, 1.19)
H (-3.26, 0.02, 3.83)
H (-3.62, -1.39, 2.71)
H (-2.09, -1.24, 3.53)

Results
ΔE to the lowest compared entry with this formula, charge and spin   37.79 kcal/mol
HOMO level   -8.9 eV
2S+1   1
SMILES   CCc1ccccc1.CC
LUMO   0.96 eV
Energy   -390.5756 hartree



5.
A cluster of 2 separate species, C10H16 in total at a distorted geometry, computed with ωB97M-V with the def2-TZVPD basis set.

CARTESIAN COORDINATES (ANGSTROEM)
C (-2.12, -1.71, -0.28)
C (-1.19, -0.78, 0.71)
C (0.20, -0.99, 0.25)
C (0.74, -0.41, -0.88)
C (2.09, -0.57, -1.16)
C (2.94, -1.22, -0.25)
C (2.39, -2.00, 0.75)
C (1.06, -1.72, 1.10)
H (-1.52, -2.03, -1.14)
H (-2.91, -0.98, -0.48)
H (-2.54, -2.55, 0.22)
H (-1.48, 0.21, 0.42)
H (-1.40, -1.03, 1.74)
H (0.12, 0.26, -1.52)
H (2.67, -0.13, -1.98)
H (4.03, -1.08, -0.41)
H (3.01, -2.71, 1.27)
H (0.79, -2.03, 2.10)
C (-1.00, 2.73, -0.78)
C (-0.64, 2.66, 0.71)
H (-0.12, 2.71, -1.43)
H (-1.69, 2.00, -1.19)
H (-1.61, 3.69, -0.96)
H (-1.60, 2.70, 1.29)
H (0.08, 3.38, 1.06)
H (-0.32, 1.60, 0.84)

Results
ΔE to the lowest compared entry with this formula, charge and spin   35.66 kcal/mol
HOMO level   -8.7 eV
2S+1   1
SMILES   CCc1ccccc1.CC
LUMO   1.01 eV
Energy   -390.5790 hartree



6.
A cluster of 2 separate species, C10H16 in total at a distorted geometry, computed with ωB97M-V with the def2-TZVPD basis set.

CARTESIAN COORDINATES (ANGSTROEM)
C (0.43, 1.80, 0.11)
C (-0.20, 0.47, 0.32)
C (-1.66, 0.46, -0.12)
C (-2.67, 1.10, 0.63)
C (-3.94, 0.85, 0.19)
C (-4.17, 0.04, -0.99)
C (-3.10, -0.58, -1.67)
C (-1.83, -0.31, -1.25)
H (1.53, 1.81, 0.33)
H (0.17, 2.53, 0.90)
H (0.26, 2.16, -0.95)
H (0.43, -0.39, 0.10)
H (-0.18, 0.24, 1.37)
H (-2.56, 1.89, 1.53)
H (-4.79, 1.28, 0.69)
H (-5.14, -0.16, -1.00)
H (-3.38, -1.17, -2.57)
H (-1.01, -0.86, -1.81)
C (3.83, -1.88, -0.12)
C (4.07, -0.99, 1.18)
H (3.64, -2.83, -0.03)
H (3.10, -1.41, -0.80)
H (4.79, -1.76, -0.68)
H (4.47, -1.67, 2.04)
H (4.73, -0.25, 1.17)
H (3.18, -0.38, 1.44)

Results
ΔE to the lowest compared entry with this formula, charge and spin   64.04 kcal/mol
HOMO level   -8.8 eV
2S+1   1
SMILES   CCc1ccccc1.CC
LUMO   0.98 eV
Energy   -390.5338 hartree



7.
A cluster of 2 separate species, C10H16 in total at a distorted geometry, computed with ωB97M-V with the def2-TZVPD basis set.

CARTESIAN COORDINATES (ANGSTROEM)
C (2.70, 0.78, 1.43)
C (1.45, 1.21, 0.70)
C (0.22, 0.75, 1.17)
C (-0.91, 1.19, 0.48)
C (-0.82, 1.94, -0.68)
C (0.41, 2.41, -1.10)
C (1.56, 2.00, -0.43)
H (3.66, 1.10, 1.00)
H (2.78, -0.32, 1.49)
H (2.66, 1.11, 2.46)
H (0.20, 0.03, 1.97)
H (-1.93, 1.07, 0.83)
H (-1.72, 2.31, -1.15)
H (0.48, 3.12, -1.92)
H (2.54, 2.25, -0.81)
C (-1.00, -2.33, 0.70)
C (-0.65, -1.93, -0.73)
C (-1.90, -1.41, -1.47)
H (-2.04, -2.65, 0.80)
H (-0.84, -1.50, 1.38)
H (-0.26, -3.04, 1.08)
H (0.24, -1.32, -0.92)
H (-0.33, -2.87, -1.22)
H (-1.55, -0.96, -2.41)
H (-2.47, -2.30, -1.71)
H (-2.45, -0.63, -0.95)

Results
ΔE to the lowest compared entry with this formula, charge and spin   16.01 kcal/mol
HOMO level   -9.1 eV
2S+1   1
SMILES   Cc1ccccc1.CCC
LUMO   1.04 eV
Energy   -390.6104 hartree



8.
A cluster of 2 separate species, C10H16 in total at a distorted geometry, computed with ωB97M-V with the def2-TZVPD basis set.

CARTESIAN COORDINATES (ANGSTROEM)
C (-1.06, 2.07, -0.02)
C (-0.48, 1.68, -1.42)
C (0.29, 0.29, -1.55)
C (0.79, 0.01, -2.81)
C (1.45, -1.15, -3.07)
C (1.53, -2.15, -2.10)
C (1.20, -1.81, -0.85)
C (0.62, -0.57, -0.51)
H (-1.05, 1.33, 0.74)
H (-1.98, 2.72, -0.21)
H (-0.23, 2.87, 0.25)
H (-1.24, 1.41, -2.10)
H (-0.01, 2.38, -2.07)
H (0.78, 0.78, -3.59)
H (2.20, -1.07, -4.00)
H (2.20, -2.92, -2.33)
H (1.26, -2.51, 0.01)
H (0.35, -0.38, 0.47)
C (-0.16, -0.54, 2.85)
C (-1.55, -0.17, 3.48)
H (0.38, -1.48, 3.14)
H (-0.05, -0.63, 1.67)
H (0.54, 0.29, 3.12)
H (-1.98, -1.08, 3.97)
H (-2.31, 0.05, 2.70)
H (-1.49, 0.56, 4.23)

Results
ΔE to the lowest compared entry with this formula, charge and spin   65.86 kcal/mol
HOMO level   -9.0 eV
2S+1   1
SMILES   CCc1ccccc1.CC
LUMO   0.99 eV
Energy   -390.5309 hartree



9.
A cluster of 2 separate species, C10H16 in total at a distorted geometry, computed with ωB97M-V with the def2-TZVPD basis set.

CARTESIAN COORDINATES (ANGSTROEM)
C (2.71, 0.94, 1.56)
C (1.25, 1.21, 1.67)
C (0.22, 1.15, 0.46)
C (0.56, 0.90, -0.84)
C (-0.27, 1.19, -1.91)
C (-1.56, 1.63, -1.64)
C (-1.94, 1.75, -0.33)
C (-1.08, 1.53, 0.76)
H (3.14, 0.63, 0.62)
H (2.85, -0.07, 2.02)
H (3.30, 1.77, 1.86)
H (0.61, 0.64, 2.49)
H (1.14, 2.28, 2.17)
H (1.58, 0.28, -0.86)
H (0.02, 1.17, -2.92)
H (-2.20, 1.90, -2.39)
H (-2.95, 2.13, -0.16)
H (-1.51, 1.46, 1.75)
C (-0.47, -3.11, -1.23)
C (-0.87, -2.51, 0.12)
H (-0.36, -4.26, -1.08)
H (-1.32, -2.97, -1.87)
H (0.19, -2.44, -1.76)
H (-1.88, -1.91, -0.13)
H (-0.14, -1.95, 0.73)
H (-1.02, -3.34, 0.90)

Results
ΔE to the lowest compared entry with this formula, charge and spin   64.47 kcal/mol
HOMO level   -8.9 eV
2S+1   1
SMILES   CCc1ccccc1.CC
LUMO   0.97 eV
Energy   -390.5331 hartree



Which of these has the highest ΔE to the lowest compared entry with this formula, charge and spin? C10H15PS



The highest energy belongs to which entry? number 8



Repeat the first record exactly.
A cluster of 3 separate species, C10H15NOS in total at a distorted geometry, computed with ωB97M-V with the def2-TZVPD basis set.

CARTESIAN COORDINATES (ANGSTROEM)
C (1.18, -0.62, 2.72)
C (1.22, -1.99, 2.78)
C (0.47, -0.01, 1.73)
C (0.55, -2.76, 1.94)
C (-0.20, -0.78, 0.83)
C (-0.19, -2.20, 0.94)
C (1.34, -2.85, -1.90)
C (1.28, -1.84, -2.94)
C (-3.16, 4.94, -0.38)
C (-1.30, 3.56, -0.70)
N (-1.79, 4.70, -0.34)
O (3.07, -1.49, -0.53)
S (2.33, -2.78, -0.56)
H (1.45, -0.01, 3.57)
H (1.63, -2.56, 3.63)
H (0.42, 1.11, 1.76)
H (0.87, -3.82, 1.88)
H (-0.58, -0.27, -0.03)
H (0.75, -3.70, -2.00)
H (2.31, -1.73, -3.26)
H (0.92, -0.90, -2.43)
H (0.79, -2.16, -3.73)
H (-3.27, 6.00, -0.29)
H (-3.63, 4.70, -1.29)
H (-3.81, 4.27, 0.32)
H (-0.18, 3.32, -0.73)
H (-0.68, -2.79, 0.03)
H (-1.81, 2.68, -1.06)

Results
ΔE to the lowest compared entry with this formula, charge and spin   58.49 kcal/mol
HOMO level   -8.7 eV
2S+1   1
LUMO   0.11 eV
Energy   -918.0612 hartree